--- P ---
Entry from the OMol25 dataset: an isolated molecule of C3H7FN2O (ωB97M-V with the def2-TZVPD basis set).

- Total charge: 0
- HOMO: -0.352 Ha
- SMILES string: N[C@H](/C=N\O)CF

Positions of all 14 atoms, in Å:
N: -0.50398 1.26411 0.05180
C: 0.19437 0.03386 -0.34285
C: -0.55157 -1.18629 0.15935
N: -1.81450 -1.39108 0.15983
O: -2.62631 -0.39829 -0.30365
C: 1.63611 0.02683 0.14847
F: 2.25012 -1.14946 -0.28732
H: -0.07767 2.10380 -0.34599
H: -0.48476 1.37481 1.10274
H: 0.18634 0.00895 -1.45605
H: 0.02362 -2.03610 0.48553
H: -2.07803 0.46688 -0.38066
H: 2.17586 0.86369 -0.23283
H: 1.67039 0.01829 1.24162

natural (NBO) charges, unit e, in atom order: atom 1 (N): -0.8492, atom 2 (C): -0.1589, atom 3 (C): -0.0453, atom 4 (N): -0.0596, atom 5 (O): -0.5649, atom 6 (C): 0.0554, atom 7 (F): -0.3661, atom 8 (H): 0.3789, atom 9 (H): 0.3753, atom 10 (H): 0.2178, atom 11 (H): 0.2077, atom 12 (H): 0.4774, atom 13 (H): 0.1674, atom 14 (H): 0.1640


--- Q ---
Entry from the OMol25 dataset: a structure of composition C3H7FN2O (ωB97M-V with the def2-TZVPD basis set).

- Total charge: 0
- HOMO: -0.366 Ha

Positions of all 14 atoms, in Å:
C: -0.88539 0.62935 0.34384
C: -1.87589 -0.19037 -0.49468
C: 0.36213 -0.14416 0.90710
N: 2.01341 0.30353 -0.77755
N: 1.61122 0.40660 0.53412
O: -0.94389 1.82981 0.43880
F: 0.27881 -1.48531 0.43196
H: -2.88778 0.24030 -0.60351
H: -2.05692 -1.26067 -0.04083
H: -1.71824 -0.56787 -1.53405
H: 0.16706 -0.21859 2.25592
H: 1.81058 -0.54463 -1.22095
H: 1.72331 1.07618 -1.31534
H: 2.40159 -0.07418 1.07518

natural (NBO) charges, unit e, in atom order: atom 1 (C): 0.5417, atom 2 (C): -0.7650, atom 3 (C): 0.2608, atom 4 (N): -0.6598, atom 5 (N): -0.4762, atom 6 (O): -0.4960, atom 7 (F): -0.4034, atom 8 (H): 0.2404, atom 9 (H): 0.2425, atom 10 (H): 0.2625, atom 11 (H): 0.1917, atom 12 (H): 0.3426, atom 13 (H): 0.3555, atom 14 (H): 0.3628


Result of the stability comparison: P is the most stable of them.


--- P ---
Entry from the OMol25 dataset: an isolated molecule of C2H2Cl2O2S (ωB97M-V with the def2-TZVPD basis set).

- Total charge: 0
- HOMO: -0.359 Ha

Positions of all 9 atoms, in Å:
C: -0.09097 0.08916 0.97025
C: 0.49166 -0.41502 -0.69282
O: -1.78608 1.52162 2.30825
O: -0.31261 0.26379 -1.52921
S: -1.23074 1.28301 0.92142
Cl: 2.31563 0.11104 -0.56917
Cl: 0.48364 -2.20370 -0.88969
H: 0.44202 -0.42238 1.83188
H: -0.31257 -0.22752 -2.35090

natural (NBO) charges, unit e, in atom order: atom 1 (C): -0.5331, atom 2 (C): 0.2655, atom 3 (O): -0.8793, atom 4 (O): -0.6830, atom 5 (S): 1.1546, atom 6 (Cl): -0.0861, atom 7 (Cl): -0.0010, atom 8 (H): 0.2626, atom 9 (H): 0.4996


--- Q ---
Entry from the OMol25 dataset: a cluster of 2 separate species, C2H2Cl2O2S in total (ωB97M-V with the def2-TZVPD basis set).

- Total charge: 0
- HOMO: -0.354 Ha
- SMILES string: O=C(O)Cl.S=CCl

Positions of all 9 atoms, in Å:
O: -0.89123 0.77712 0.51294
C: -1.71809 0.52173 -0.27682
O: -1.72194 -0.32171 -1.28839
Cl: -3.09223 1.56637 -0.37558
H: -0.93353 -0.90196 -1.46688
S: 1.41601 -1.05619 -0.51074
C: 2.25978 0.33608 -0.27074
Cl: 1.77912 1.95050 -0.27972
H: 3.33115 0.34891 -0.02097

natural (NBO) charges, unit e, in atom order: atom 1 (O): -0.5538, atom 2 (C): 0.7493, atom 3 (O): -0.6943, atom 4 (Cl): -0.0472, atom 5 (H): 0.5270, atom 6 (S): 0.0406, atom 7 (C): -0.3349, atom 8 (Cl): 0.1045, atom 9 (H): 0.2089


Result of the stability comparison: Q is the most stable of them.